Formula: C45H77FIN11O12
Source: OMol25
Level of theory: ωB97M-V/def2-TZVPD

Values from the calculation:
F_max	0.1250	hartree/bohr
DFT total energy	-99684.4739	eV
charge	0
SMILES	O=C1C=CC(=O)c2c1cc(F)c(I)c2-c1ccncc1.CN(C)C=O.CN(C)C=O.CN(C)C=O.CN(C)C=O.CN(C)C=O.CN(C)C=O.CN(C)C=O.CN(C)C=O.CN(C)C=O.CN(C)C=O
lowest unoccupied orbital energy	-0.77	eV

Structure (XYZ):
```
147
Properties=species:S:1:pos:R:3:mulliken_charge:R:1
O -4.89996 -0.50726 4.81127 -0.57
C -4.44040 -1.25070 3.90375 0.17
C -4.30317 -0.78708 2.36474 -0.40
C -4.50429 -1.74523 1.31570 -0.10
C -4.90439 -3.26267 1.70630 0.34
O -5.73604 -3.85621 0.97783 -0.54
C -4.22515 -3.83151 3.02389 0.13
C -3.97910 -2.77755 4.17198 0.53
C -3.29490 -3.10240 5.51449 -0.58
C -2.82969 -4.59637 5.69915 0.18
F -2.15236 -4.95923 6.90551 -0.35
C -3.10051 -5.66395 4.58463 -0.44
I -2.40613 -7.69480 5.07752 0.23
C -3.79887 -5.30665 3.21795 0.49
C -4.01664 -6.42453 2.12456 0.26
C -2.84602 -7.28234 1.59769 -0.36
C -3.11263 -8.36793 0.57005 -0.31
N -4.30677 -8.77114 -0.09121 -0.53
C -5.35177 -7.95710 0.42989 -0.19
C -5.34711 -6.85336 1.47446 -0.26
H -4.02110 0.27184 2.06169 0.28
H -4.39059 -1.44654 0.22760 0.42
H -3.09661 -2.37086 6.36193 0.38
H -1.78653 -7.09971 1.98175 0.43
H -2.18721 -8.98759 0.25778 0.28
H -6.38491 -8.19110 -0.03312 0.29
H -6.31905 -6.32926 1.76360 0.29
C 1.63508 -0.84906 7.34469 -0.94
N 1.11288 -1.92175 6.52349 0.19
C 0.46022 -3.04563 7.16796 -0.66
C 1.21470 -1.90980 5.16178 0.24
O 0.79763 -2.77756 4.41853 -0.61
H 2.38371 -1.25616 8.02958 0.33
H 0.81612 -0.40882 7.91978 0.33
H 2.09673 -0.07460 6.72984 0.30
H 0.99305 -3.96414 6.91003 0.29
H -0.56519 -3.12122 6.80062 -0.03
H 0.45368 -2.91687 8.25117 0.38
H 1.72641 -1.01324 4.77476 0.17
C 1.05902 -0.38303 -0.39066 -0.43
N -0.21672 -0.80843 0.15461 0.26
C -0.23797 -1.51543 1.42209 -0.95
C -1.39124 -0.56578 -0.48332 -0.19
O -2.49741 -0.89712 -0.07673 -0.63
H 1.68933 -1.26040 -0.54418 0.19
H 1.54051 0.29103 0.31810 0.44
H 0.92617 0.13292 -1.34084 -0.12
H -0.69464 -2.49800 1.27690 0.27
H -0.84260 -0.95108 2.13712 0.18
H 0.77392 -1.63486 1.81100 0.41
H -1.26206 -0.02433 -1.43445 0.47
C 0.89744 3.11958 -4.73317 -1.01
N 1.34948 2.98667 -3.36097 0.28
C 1.02621 4.03462 -2.41340 -0.98
C 2.06622 1.91056 -2.93394 -0.03
O 2.47364 1.74438 -1.79259 -0.61
H 1.32276 4.03111 -5.16090 0.34
H -0.18875 3.18598 -4.74333 0.44
H 1.20931 2.26295 -5.33329 0.29
H 1.95299 4.44864 -2.00713 0.31
H 0.44437 3.60692 -1.59306 0.17
H 0.45180 4.82538 -2.89672 0.41
H 2.25512 1.17520 -3.73082 0.42
C 0.42175 -4.31752 -4.49616 -0.95
N 0.92949 -3.02259 -4.09105 0.17
C 1.78136 -2.93891 -2.92210 -0.60
C 0.63124 -1.88144 -4.77462 0.02
O 1.02315 -0.76260 -4.49033 -0.54
H -0.17313 -4.73804 -3.68124 0.33
H 1.26458 -4.97956 -4.71159 0.33
H -0.20247 -4.23206 -5.38712 0.31
H 1.31689 -2.27832 -2.18924 -0.05
H 2.74703 -2.51674 -3.21174 0.30
H 1.92928 -3.92692 -2.48411 0.38
H -0.02158 -2.06004 -5.64439 0.29
C -4.80653 4.49369 -6.73646 -0.93
N -3.42259 4.79697 -6.43339 0.20
C -3.07101 6.14640 -6.03614 -1.03
C -2.44010 3.85513 -6.50925 0.07
O -1.26160 4.04716 -6.26799 -0.60
H -5.13761 5.12752 -7.56306 0.33
H -5.41785 4.69737 -5.85355 0.33
H -4.92485 3.44637 -7.01935 0.31
H -2.34000 6.54764 -6.74296 0.30
H -2.61882 6.11955 -5.04106 0.27
H -3.95533 6.78513 -6.02051 0.46
H -2.81359 2.86555 -6.81885 0.31
C 0.06493 -12.31938 2.55274 -0.91
N -0.09164 -11.23171 3.49699 0.15
C 0.75388 -10.06043 3.36530 -0.75
C -1.00742 -11.27320 4.50465 0.09
O -1.18696 -10.39346 5.32824 -0.62
H 1.08765 -12.70027 2.61411 0.34
H -0.12487 -11.94535 1.54336 0.31
H -0.63212 -13.13013 2.77036 0.30
H 1.33065 -9.92995 4.28423 0.29
H 0.12441 -9.17893 3.21919 0.10
H 1.43257 -10.17108 2.51868 0.38
H -1.59639 -12.20416 4.51493 0.30
C -0.97585 10.49268 -5.71719 -0.91
N -2.32437 10.45394 -6.24587 0.10
C -2.68678 11.36761 -7.31178 -0.95
C -3.26395 9.58562 -5.77319 0.11
O -4.41089 9.50237 -6.17244 -0.62
H -0.77929 11.48969 -5.31434 0.35
H -0.27005 10.27999 -6.52436 0.34
H -0.84490 9.75457 -4.92423 0.30
H -3.51712 11.99512 -6.97876 0.29
H -3.01068 10.79184 -8.18232 0.30
H -1.83759 11.99612 -7.58286 0.38
H -2.88509 8.93792 -4.96584 0.34
C 6.66676 0.24694 1.96353 -0.82
N 5.31425 0.18641 1.44789 0.23
C 4.93415 1.08008 0.36849 -0.94
C 4.38810 -0.68084 1.94211 -0.07
O 3.23799 -0.77887 1.55138 -0.54
H 6.85542 1.25061 2.34607 0.21
H 7.36624 0.02803 1.15389 0.33
H 6.81231 -0.47669 2.76834 0.33
H 4.10097 1.70566 0.69755 0.29
H 4.60797 0.48788 -0.48957 0.29
H 5.77586 1.71137 0.08028 0.36
H 4.77884 -1.31240 2.75697 0.28
C 9.12172 5.09313 3.39000 -0.92
N 8.80033 4.47118 2.12152 0.11
C 8.70110 5.30261 0.93743 -0.92
C 8.58810 3.12940 2.00470 0.11
O 8.31549 2.54801 0.97084 -0.60
H 8.35456 5.83444 3.62816 0.34
H 10.09338 5.58725 3.30891 0.34
H 9.16327 4.35212 4.18995 0.30
H 7.69820 5.20533 0.51458 0.29
H 9.42774 4.95937 0.19699 0.29
H 8.89512 6.34688 1.18525 0.38
H 8.68748 2.59190 2.96221 0.30
C -2.91741 4.25508 1.70191 -0.86
N -2.65550 4.51766 0.30124 0.15
C -3.30054 3.69034 -0.70017 -0.87
C -1.82194 5.51741 -0.10623 0.08
O -1.56176 5.78714 -1.26425 -0.54
H -2.60844 3.23315 1.93694 0.30
H -3.98841 4.36475 1.89124 0.33
H -2.36873 4.94995 2.33972 0.28
H -2.53505 3.19843 -1.30556 0.18
H -3.90775 4.32426 -1.35129 0.30
H -3.93296 2.93834 -0.22662 0.39
H -1.38490 6.08369 0.73221 0.29
```